HN2O5S2 | ωB97M-V/def2-TZVPD

Positions of all 10 atoms, in Å:
N -0.29 -0.80 -0.55
N -0.34 -2.03 -0.18
O -1.67 1.59 2.02
O 0.64 -2.48 0.38
O -1.39 -2.61 -0.43
O 0.25 1.74 0.39
O -1.52 3.49 0.44
S -2.06 1.12 -0.90
S -1.14 2.12 0.76
H -0.02 -0.02 0.01

Computed properties:
ΔE to the lowest compared entry with this formula, charge and spin   31.5 kcal/mol
Total charge   -1
HOMO (spin up / spin down)   -0.22705 / -0.22564 hartree
Calculated total energy   -1282.549455 Eh
Frontier orbital gap (spin up / spin down)   6.67 / 6.63 eV



C46H60F6N5NbO4P | ωB97M-V/def2-TZVPD

Positions of all 123 atoms, in Å:
C 2.73 4.90 3.12
C 1.55 3.81 3.45
O 1.74 2.50 2.78
C 1.31 2.60 1.34
C 2.53 1.96 0.46
Nb 1.90 1.12 -1.59
C 0.88 -0.73 -0.61
O 0.74 -0.52 0.83
C -0.53 -1.03 1.37
C -0.79 -2.66 1.45
C -2.22 -3.15 2.11
C -3.38 -2.15 2.69
C -3.15 -0.53 2.58
C -1.72 0.02 1.92
C -0.14 2.14 -1.49
O -0.80 2.33 -2.79
C -2.10 3.01 -2.63
F -2.81 2.93 -3.96
F -1.94 4.45 -2.28
F -3.01 2.39 -1.65
C 3.86 -0.13 -1.49
O 4.84 0.26 -2.51
C 6.15 -0.42 -2.29
F 6.01 -1.89 -2.11
F 7.02 -0.24 -3.51
F 6.91 0.17 -1.15
C 2.93 2.89 -2.56
C 3.36 2.70 -4.13
C 2.09 4.32 -2.51
C 2.14 5.08 -1.06
P 1.43 0.01 -3.85
C 2.51 -1.59 -4.04
C -0.36 -0.63 -4.00
H 3.71 4.75 3.77
H 3.06 4.83 1.98
H 2.30 5.98 3.26
H 1.57 3.65 4.63
H 0.50 4.29 3.21
H 1.11 3.74 1.16
H 0.31 2.02 1.26
H 3.44 2.70 0.40
H 2.93 1.02 1.08
H -0.23 -0.83 -1.05
H 1.49 -1.71 -0.90
H 0.01 -3.44 1.06
H -2.40 -4.31 2.19
H -4.39 -2.51 3.19
H -3.93 0.26 2.98
H -1.61 1.19 1.89
H -0.05 3.23 -1.01
H -0.79 1.52 -0.71
H 3.60 -1.29 -1.49
H 4.39 0.06 -0.44
H 3.94 3.10 -1.96
H 3.74 1.63 -4.43
H 2.48 3.10 -4.82
H 4.28 3.44 -4.32
H 2.65 5.03 -3.28
H 0.99 4.22 -2.96
H 2.37 6.23 -1.25
H 2.96 4.70 -0.32
H 1.05 5.07 -0.57
H 1.98 -2.25 -4.88
H 2.44 -2.26 -3.05
H 3.62 -1.36 -4.36
H -0.38 -1.34 -4.96
H -1.18 0.18 -4.20
H -0.71 -1.33 -3.11
N 4.04 2.86 6.04
C 4.71 2.41 4.96
C 6.02 1.96 5.00
C 6.69 1.98 6.22
C 6.02 2.44 7.35
C 4.71 2.87 7.21
H 4.15 2.41 4.03
H 6.51 1.61 4.10
H 7.71 1.64 6.29
H 6.51 2.47 8.32
H 4.14 3.23 8.06
N -6.60 -2.09 2.37
C -7.49 -3.00 2.81
C -8.56 -3.46 2.05
C -8.72 -2.96 0.77
C -7.81 -2.02 0.28
C -6.78 -1.62 1.11
H -7.33 -3.35 3.82
H -9.24 -4.19 2.46
H -9.54 -3.30 0.14
H -7.91 -1.62 -0.72
H -6.04 -0.89 0.78
N -5.64 2.13 3.56
C -6.43 1.44 2.71
C -7.24 2.03 1.75
C -7.25 3.42 1.66
C -6.46 4.16 2.53
C -5.68 3.48 3.45
H -6.39 0.36 2.81
H -7.85 1.42 1.09
H -7.88 3.91 0.93
H -6.45 5.24 2.49
H -5.03 4.01 4.14
N 10.71 -5.18 -3.35
C 9.77 -5.26 -2.38
C 8.67 -4.43 -2.31
C 8.52 -3.44 -3.28
C 9.47 -3.33 -4.28
C 10.54 -4.21 -4.28
H 9.93 -6.04 -1.65
H 7.94 -4.54 -1.51
H 7.67 -2.76 -3.25
H 9.39 -2.57 -5.05
H 11.31 -4.17 -5.05
N -6.89 -5.77 -1.86
C -7.98 -5.48 -1.10
C -9.24 -5.99 -1.35
C -9.41 -6.84 -2.43
C -8.31 -7.16 -3.23
C -7.09 -6.60 -2.90
H -7.80 -4.81 -0.27
H -10.08 -5.73 -0.71
H -10.39 -7.26 -2.66
H -8.41 -7.82 -4.08
H -6.20 -6.82 -3.49

Computed properties:
ΔE to the lowest compared entry with this formula, charge and spin   343.2 kcal/mol
Total charge   -1
HOMO   -0.16719 hartree
Calculated total energy   -3360.297162 Eh
Frontier orbital gap   6.00 eV



- Look up the calculated total energy of the second one.
  -3360.297162 Eh



- Among the records above, which one has the lowest calculated total energy?
  C46H60F6N5NbO4P



- Which of these has the lowest calculated total energy?
  C46H60F6N5NbO4P



- Among the records above, which one has the lowest ΔE to the lowest compared entry with this formula, charge and spin?
  HN2O5S2